Computed, not measured: a structure of composition C53H78OP4S3Sn, with wB97M-V/def2-TZVPD.

## Properties
F_max	0.13	eV Å⁻¹
total energy	-133734.8983	eV
net charge	+4

The geometry in XYZ format:
```
140
Properties=species:S:1:pos:R:3:lowdin_charge:R:1
Sn 1.730 0.046 -0.096 0.87
S 4.259 -0.904 -0.163 0.83
S 3.319 2.406 0.086 0.81
S 2.765 0.194 2.712 0.79
P -1.507 2.366 0.310 1.26
P -1.770 -2.751 1.376 1.20
P 1.213 -3.031 -0.543 0.98
P 2.453 0.337 -3.724 0.62
O 2.175 0.211 -2.218 -0.63
C -1.151 -4.213 0.494 -0.33
C -0.750 -4.098 -3.990 -0.03
C 0.173 -3.032 -2.032 -0.41
C 5.401 0.515 -0.273 -0.42
C -0.757 1.169 2.715 -0.22
C 4.724 -5.112 -0.391 -0.04
C -1.005 1.261 4.223 -0.17
C -4.223 -1.650 1.906 -0.09
C 2.247 2.031 -4.254 -0.13
C 4.791 1.812 -0.784 -0.48
C 4.588 -1.534 1.509 -0.46
C 0.175 -4.079 -2.955 -0.07
C 4.121 -0.181 -4.115 -0.13
C -1.997 1.617 1.892 -0.40
C -2.109 -3.499 5.338 -0.02
C -1.712 -2.045 -3.182 -0.09
C -2.919 2.517 2.738 -0.18
C 4.572 -4.135 -2.582 -0.05
C -2.393 -3.401 3.986 -0.07
C -6.071 -1.730 0.374 -0.01
C -3.930 2.439 -1.000 -0.18
C 0.366 4.894 -1.293 -0.19
C -0.775 -2.014 -2.157 -0.16
C 3.940 2.633 1.787 -0.44
C 0.372 -4.339 0.479 -0.35
C 3.115 1.967 2.880 -0.48
C -4.844 1.809 -2.055 -0.15
C -1.282 4.168 0.457 -0.38
C 1.171 5.773 -0.317 -0.17
C 0.527 5.814 1.076 -0.17
C -2.835 2.423 -3.501 -0.18
C 3.479 -4.587 -0.069 -0.11
C -2.538 1.762 -1.054 -0.40
C -3.439 -2.370 0.982 -0.36
C 4.420 -0.551 2.659 -0.46
C 0.043 -2.465 4.976 -0.05
C -2.416 0.800 4.572 -0.16
C -3.980 -2.726 -0.269 -0.07
C 1.335 -0.678 -4.675 -0.13
C 5.273 -4.885 -1.645 -0.04
C -5.292 -2.413 -0.559 -0.04
C -5.534 -1.346 1.602 -0.03
C -1.106 4.878 -0.897 -0.18
C -0.898 -3.027 5.831 -0.02
C -1.448 -2.828 3.124 -0.38
C -1.863 1.883 -2.449 -0.20
C -4.169 1.684 -3.439 -0.16
C 2.773 -3.828 -1.003 -0.43
C 3.332 -3.605 -2.261 -0.13
C -1.696 -3.085 -4.102 -0.04
C -0.096 4.463 1.418 -0.19
C -0.226 -2.366 3.622 -0.12
C -3.488 1.677 3.888 -0.15
H 3.059 -4.800 0.908 0.11
H 6.201 0.211 -0.950 0.10
H 1.448 -1.728 -4.402 0.05
H -0.519 0.138 2.438 0.06
H 0.481 5.254 -2.315 0.12
H -4.833 2.059 -4.216 0.12
H -2.574 0.732 1.595 0.10
H 2.193 5.393 -0.243 0.09
H 1.267 6.082 1.829 0.12
H -0.742 -4.913 -4.702 0.13
H 5.160 0.247 2.626 0.08
H 0.894 -4.884 -2.867 0.12
H 4.976 2.297 1.806 0.08
H 3.613 2.123 3.839 0.11
H -6.151 -0.827 2.324 0.13
H 2.782 -3.039 -3.004 0.08
H -2.390 2.318 -4.491 0.12
H -2.554 0.815 5.652 0.13
H 2.513 2.134 -5.307 0.08
H -5.748 2.414 -2.121 0.13
H -1.546 -4.190 -0.521 0.07
H -0.263 0.654 4.744 0.11
H 4.473 1.720 -1.820 0.04
H 0.508 -1.931 2.953 0.07
H -7.104 -1.504 0.146 0.13
H -4.287 1.048 3.489 0.10
H 4.586 -1.088 3.593 0.10
H 3.906 -2.382 1.605 0.07
H -2.995 3.494 -3.357 0.12
H -1.600 -5.075 1.000 0.12
H -0.968 2.508 -2.404 0.08
H -0.436 4.433 2.454 0.11
H 4.859 0.525 -3.735 0.06
H -2.523 -0.248 4.269 0.09
H -3.999 0.631 -3.677 0.10
H 4.240 -0.239 -5.199 0.08
H 0.986 -2.108 5.369 0.12
H 0.115 1.773 2.446 0.05
H 3.958 3.707 1.977 0.10
H -0.242 6.587 1.127 0.13
H 4.987 -3.986 -3.571 0.12
H -2.346 3.363 3.123 0.11
H 2.881 2.694 -3.666 0.06
H -3.336 -3.775 3.605 0.12
H 5.599 -1.944 1.501 0.11
H 2.130 2.431 2.966 0.06
H 5.254 -5.718 0.331 0.12
H 1.249 6.786 -0.710 0.13
H 0.307 -0.375 -4.479 0.06
H -0.790 -1.198 -1.437 0.06
H -0.856 2.287 4.566 0.12
H -3.959 2.345 4.609 0.13
H -1.461 5.904 -0.784 0.14
H -2.219 4.497 0.927 0.13
H -3.735 2.933 2.145 0.11
H -3.809 -1.366 2.866 0.09
H 1.547 -0.557 -5.738 0.09
H 0.632 -5.305 0.039 0.11
H -2.685 0.702 -0.805 0.11
H 6.234 -5.309 -1.899 0.13
H -1.736 4.436 -1.666 0.09
H -1.523 0.888 -2.749 0.09
H -5.723 -2.715 -1.504 0.13
H -4.375 2.320 -0.010 0.11
H -3.388 -3.261 -0.999 0.10
H -2.421 -3.113 -4.905 0.12
H -2.830 -3.947 6.007 0.13
H 0.677 3.690 1.310 0.08
H 0.752 3.862 -1.280 0.08
H -0.684 -3.105 6.889 0.13
H -3.824 3.511 -1.174 0.12
H 0.775 -4.329 1.493 0.08
H 1.205 2.327 -4.124 0.06
H 5.548 2.597 -0.751 0.11
H -5.160 0.825 -1.701 0.10
H 4.307 -1.166 -3.685 0.05
H -2.454 -1.261 -3.268 0.10
H 5.853 0.651 0.707 0.08
```


Computed, not measured: a cluster of 2 separate species, C3H12N in total in a non-equilibrium geometry, with wB97M-V/def2-TZVPD.

## Properties
F_max	1.91	eV Å⁻¹
total energy	-4788.6729	eV
net charge	+1
energy relative to the best compared isomer or geometry (same formula, charge and spin)	44.64	kJ/mol

The geometry in XYZ format:
```
16
Properties=species:S:1:pos:R:3:nbo_charge:R:1
N -2.373 -0.786 0.081 -0.87
C 1.364 0.248 -0.547 -0.41
C 1.490 -0.692 0.650 -0.62
C 0.383 1.403 -0.306 -0.58
H 1.967 -0.157 1.471 0.23
H 0.587 -1.226 0.911 0.17
H -1.431 -0.336 0.050 0.47
H -0.675 1.111 -0.314 0.11
H 2.316 0.716 -0.781 0.23
H 0.569 1.904 0.638 0.22
H 0.435 2.138 -1.105 0.24
H 2.255 -1.447 0.421 0.24
H -2.708 -0.606 1.030 0.46
H -2.288 -1.754 -0.223 0.47
H 1.065 -0.288 -1.432 0.19
H -2.955 -0.226 -0.545 0.46
```


Computed, not measured: a cluster of 4 separate species, C16H44N4O4 in total in a non-equilibrium geometry, with wB97M-V/def2-TZVPD.

## Properties
SMILES	COC[C@H](C)N.COC[C@H](C)N.COC[C@H](C)N.COC[C@H](C)N
F_max	2.96	eV Å⁻¹
total energy	-31451.8309	eV
net charge	0
energy relative to the best compared isomer or geometry (same formula, charge and spin)	228.39	kJ/mol

The geometry in XYZ format:
```
68
Properties=species:S:1:pos:R:3:nbo_charge:R:1
O 13.491 2.779 -15.833 -0.56
O 9.678 10.603 -8.169 -0.55
O 14.070 11.515 -12.542 -0.55
O 15.414 5.689 -10.490 -0.53
N 15.816 6.242 -7.688 -0.81
N 14.836 8.671 -14.979 -0.81
N 15.948 3.315 -17.290 -0.83
N 13.224 11.102 -8.131 -0.81
C 15.222 2.079 -17.439 -0.07
C 14.866 10.573 -13.295 -0.08
C 15.444 4.880 -8.162 -0.08
C 14.126 9.884 -14.508 -0.09
C 16.036 0.791 -17.797 -0.63
C 8.650 10.018 -8.987 -0.24
C 12.565 3.192 -16.852 -0.27
C 14.418 1.730 -16.137 -0.07
C 11.903 11.073 -7.600 -0.07
C 12.714 9.470 -14.126 -0.61
C 10.943 10.647 -8.721 -0.05
C 11.561 12.470 -7.102 -0.64
C 16.692 5.177 -10.932 -0.27
C 14.780 4.916 -9.538 -0.08
C 13.729 12.749 -13.073 -0.24
C 14.427 4.419 -7.080 -0.60
H 13.044 13.292 -12.421 0.19
H 16.549 4.387 -11.669 0.18
H 12.365 12.880 -6.490 0.20
H 15.485 -0.149 -17.837 0.22
H 14.650 3.862 -9.785 0.16
H 17.392 4.804 -10.184 0.17
H 11.814 2.413 -16.983 0.17
H 8.556 10.596 -9.907 0.17
H 13.896 10.551 -15.338 0.19
H 16.315 4.229 -8.230 0.18
H 11.215 9.700 -9.188 0.17
H 16.235 3.549 -18.229 0.35
H 10.901 11.429 -9.478 0.15
H 11.402 13.238 -7.859 0.20
H 12.639 8.630 -13.436 0.20
H 15.808 8.897 -15.135 0.35
H 10.540 12.466 -6.720 0.23
H 13.051 3.562 -17.754 0.17
H 15.092 1.792 -15.282 0.20
H 14.842 4.272 -6.083 0.23
H 13.619 11.966 -7.791 0.35
H 15.296 4.036 -17.016 0.37
H 16.720 0.540 -16.986 0.21
H 15.775 11.090 -13.603 0.17
H 16.562 0.796 -18.751 0.21
H 12.098 9.291 -15.007 0.21
H 17.157 6.032 -11.422 0.19
H 11.961 3.972 -16.390 0.20
H 16.444 6.674 -8.351 0.35
H 14.877 8.066 -14.172 0.35
H 7.736 9.920 -8.401 0.20
H 14.055 3.451 -7.415 0.20
H 12.269 10.316 -13.601 0.22
H 14.611 13.337 -13.326 0.16
H 15.193 9.825 -12.573 0.19
H 9.007 9.028 -9.273 0.17
H 14.554 2.130 -18.298 0.16
H 13.191 12.637 -14.014 0.15
H 14.971 6.708 -7.987 0.34
H 13.609 5.136 -7.157 0.20
H 13.774 5.333 -9.496 0.18
H 13.171 11.332 -9.113 0.35
H 11.797 10.346 -6.795 0.18
H 13.769 0.863 -16.255 0.18
```


Computed, not measured: a structure of composition C59H55N8O4PS4Sc, with wB97M-V/def2-TZVPD.

## Properties
F_max	0.98	eV Å⁻¹
total energy	-155503.4583	eV
net charge	+3
energy relative to the best compared isomer or geometry (same formula, charge and spin)	303.27	kJ/mol

The geometry in XYZ format:
```
132
Properties=species:S:1:pos:R:3:lowdin_charge:R:1
Sc -0.205 -2.031 -1.206 0.97
S 1.296 1.087 -0.520 1.12
S 1.574 -0.429 -5.135 1.11
S 1.890 -2.333 -2.780 0.73
S -0.769 0.407 2.654 1.03
P -3.483 0.295 -1.430 0.50
O -4.215 0.533 -0.142 -0.31
O -2.207 -0.494 -1.414 -0.37
O -1.733 -2.558 2.087 -0.15
O 0.649 -0.329 -0.524 -0.61
N -3.846 -4.340 -1.682 0.19
N -6.139 -0.103 -1.683 0.14
N -1.989 -2.208 0.742 -0.05
N 1.577 -3.489 2.547 0.20
N -1.505 1.989 -2.129 0.17
N -1.840 -3.418 -1.768 0.06
N -0.295 -1.087 -3.459 -0.07
N 0.933 -3.403 0.426 0.09
C 4.692 0.120 -2.533 -0.01
C 4.576 -4.072 -0.137 -0.05
C 3.649 3.141 5.492 -0.04
C -2.051 -4.119 -2.962 -0.20
C 0.206 2.814 1.779 -0.21
C -3.826 -5.467 -3.963 0.00
C 3.266 -3.868 -0.519 -0.07
C -2.175 2.760 2.250 -0.08
C 1.699 3.417 4.106 0.00
C 0.983 -1.260 -3.730 -1.08
C -0.854 -3.650 2.184 -0.09
C -1.215 4.758 1.279 -0.16
C -3.316 -4.714 -2.915 -0.17
C -0.911 2.129 2.209 -0.43
C 2.331 -3.569 0.473 -0.21
C 1.032 6.200 0.439 -0.05
C -2.981 1.869 -2.296 -0.15
C 2.823 2.156 -2.445 -0.08
C -0.847 0.444 4.442 -0.49
C 0.074 4.150 1.296 -0.13
C 4.833 1.216 -3.390 -0.24
C 3.405 0.754 1.302 -0.04
C 4.215 2.299 4.577 -0.01
C 4.979 -3.999 1.203 -0.06
C 1.189 4.911 0.867 -0.01
C 2.141 1.326 1.043 -0.29
C -2.321 4.043 1.808 -0.02
C 3.885 2.236 -3.327 -0.02
C -1.233 -4.288 -4.076 0.00
C 0.323 0.202 5.151 -0.10
C 2.250 2.535 3.144 -0.11
C -0.248 6.792 0.394 -0.05
C 3.524 1.962 3.391 -0.15
C 3.634 0.024 -1.650 -0.13
C -0.917 -0.362 -4.463 -0.32
C 5.977 1.269 -4.355 -0.02
C -1.880 1.091 -6.632 -0.06
C -3.167 -2.962 0.291 -0.07
C 2.697 1.049 -1.613 -0.39
C -2.926 -3.585 -1.046 -0.30
C -0.517 0.872 -6.527 -0.06
C -4.898 -0.422 -2.459 -0.16
C -2.759 0.555 -5.691 -0.08
C -0.913 0.320 7.229 -0.26
C 1.559 2.211 1.945 -0.17
C -2.071 0.578 6.496 -0.03
C -2.049 0.628 5.112 -0.08
C 0.543 -3.420 1.692 -0.27
C 0.282 0.140 6.535 -0.03
C 2.742 -3.583 1.814 -0.17
C 4.068 1.062 2.449 0.01
C -1.345 6.087 0.801 -0.02
C 2.379 3.703 5.255 -0.04
C 4.062 -3.769 2.206 0.00
C -0.956 0.243 8.727 -0.04
C -1.728 -5.055 -5.111 -0.05
C -2.288 -0.162 -4.605 -0.07
C -3.004 -5.632 -5.060 -0.05
C -0.049 0.125 -5.453 -0.44
H -3.008 0.727 7.019 0.12
H 1.257 0.063 4.620 0.10
H 5.032 0.613 2.651 0.13
H 2.981 -4.005 -1.549 0.03
H -1.160 1.047 -1.871 0.08
H -3.214 1.807 -3.358 0.08
H -2.224 -1.222 0.830 0.07
H -0.241 -3.856 -4.111 0.09
H 3.977 3.099 -3.974 0.12
H 6.017 -4.165 1.457 0.12
H 4.177 3.388 6.403 0.12
H -3.276 4.549 1.895 0.12
H -3.387 -3.742 1.024 0.15
H -4.757 -1.502 -2.500 0.10
H 0.167 1.250 -7.275 0.12
H 5.310 -4.329 -0.889 0.12
H -0.350 7.815 0.059 0.12
H 5.202 1.887 4.742 0.12
H 2.174 4.461 0.908 0.12
H -1.037 2.287 -2.984 0.17
H -3.486 2.728 -1.857 0.12
H -2.268 1.646 -7.475 0.12
H -3.825 0.688 -5.836 0.11
H 0.732 3.866 3.920 0.13
H -4.955 -0.036 -3.473 0.10
H 1.509 -3.496 3.552 0.18
H 1.947 4.373 5.987 0.12
H -0.833 -3.873 3.250 0.15
H -0.882 1.244 9.157 0.09
H 4.344 -3.778 3.250 0.12
H 1.894 6.782 0.142 0.12
H 5.429 -0.673 -2.566 0.13
H -6.692 0.643 -2.102 0.17
H -1.117 -5.225 -5.988 0.12
H -2.948 -0.637 -3.896 0.07
H -1.251 -4.523 1.653 0.14
H -1.269 2.655 -1.376 0.16
H -6.755 -0.900 -1.538 0.17
H 6.929 1.211 -3.825 0.10
H -1.892 -0.195 9.069 0.09
H -4.046 -2.313 0.248 0.13
H 5.965 2.183 -4.946 0.09
H -4.810 -5.916 -3.920 0.12
H -5.729 0.237 -0.742 0.12
H -0.130 -0.349 9.116 0.08
H 2.092 2.956 -2.389 0.11
H 5.934 0.416 -5.034 0.09
H 3.529 -0.851 -1.023 0.08
H -2.964 0.798 4.560 0.10
H 1.195 -0.058 7.084 0.12
H -3.350 -6.228 -5.893 0.12
H -3.020 2.226 2.661 0.10
H -2.326 6.548 0.803 0.12
H -4.697 -4.701 -1.282 0.18
H 3.843 0.060 0.603 0.09
```


Computed, not measured: a structure of composition C25H39AuN4O2Si in a non-equilibrium geometry, with wB97M-V/def2-TZVPD.

## Properties
F_max	5.83	eV Å⁻¹
multiplicity	3
total energy	-48164.2187	eV
net charge	+2
⟨S²⟩	2.032
energy relative to the best compared isomer or geometry (same formula, charge and spin)	0.00	kJ/mol

The geometry in XYZ format:
```
72
Properties=species:S:1:pos:R:3:mulliken_spin:R:1
Au -1.950 -2.327 1.064 0.00
Si 3.740 1.920 1.652 0.01
O -1.126 -4.296 1.041 0.00
O 1.370 2.635 -0.954 0.11
N -0.964 -6.401 0.343 0.00
N 2.948 0.826 0.673 0.99
N -2.711 -0.460 1.293 0.00
N -2.353 -4.981 -0.879 0.00
C -1.494 -5.180 0.191 0.00
C 3.189 3.664 1.367 0.11
C 3.136 1.180 3.267 0.03
C -0.997 5.420 -3.016 0.00
C -3.442 2.677 0.649 0.00
C -3.071 2.695 3.132 0.00
C 2.663 -0.701 -1.186 0.06
C 5.631 2.058 1.932 0.03
C -2.705 0.601 1.839 0.00
C 1.960 1.413 -2.944 -0.06
C -1.926 -5.420 -2.186 0.00
C -2.544 2.096 1.774 0.00
C 2.487 -0.909 -2.544 0.05
C 2.617 0.603 -0.587 0.20
C -0.726 3.177 -2.076 0.01
C -3.714 -4.421 -0.654 0.00
C 0.271 5.739 -2.593 0.00
C 1.006 4.850 -1.869 0.01
C -1.515 4.194 -2.672 0.00
C 0.550 3.490 -1.686 0.00
C 1.980 1.592 -1.546 0.29
C 2.201 0.178 -3.403 0.15
C -1.589 -7.678 -0.186 0.00
C 0.022 -6.588 1.472 0.00
C -1.037 2.418 1.658 0.00
H 3.854 4.436 1.698 0.00
H 0.973 -6.856 0.996 0.00
H 2.151 0.770 3.062 0.00
H -2.282 -6.437 -2.525 0.00
H -3.326 3.778 3.024 0.00
H -2.342 -4.729 -2.932 0.00
H -0.335 -7.322 2.164 0.00
H -1.113 -7.875 -1.102 0.00
H 2.871 -1.542 -0.499 -0.01
H -0.521 2.414 2.694 0.00
H 6.056 1.075 2.260 0.00
H 1.894 2.344 -3.587 0.00
H 3.012 3.790 0.294 0.00
H -2.939 2.803 -0.262 0.00
H -0.805 3.388 1.236 0.00
H -2.515 3.963 -2.981 0.00
H 2.668 -1.880 -2.968 0.00
H -4.460 -5.221 -0.701 0.00
H -0.628 1.670 0.981 0.00
H -3.838 -3.845 0.328 0.00
H -0.798 -5.462 -2.185 0.00
H -2.574 -7.403 -0.406 0.00
H 0.628 6.752 -2.744 0.00
H 3.058 1.959 4.012 0.00
H -1.071 2.151 -1.941 0.00
H 5.888 2.815 2.644 0.00
H 2.260 3.940 1.835 0.00
H 0.216 -5.535 1.880 0.00
H -4.027 2.206 3.395 0.00
H -2.406 2.464 3.980 0.00
H -3.847 -3.666 -1.372 0.00
H 2.186 -0.176 -4.478 0.01
H -3.899 3.569 1.005 0.00
H 6.250 2.341 1.043 0.00
H 3.782 0.298 3.531 0.00
H -1.721 6.044 -3.523 0.00
H 1.806 5.419 -1.294 0.00
H -1.741 -8.465 0.531 0.00
H -4.272 1.964 0.538 0.00
```


Computed, not measured: a structure of composition C5H7NO2 in a non-equilibrium geometry, with wB97M-V/def2-TZVPD.

## Properties
F_max	5.07	eV Å⁻¹
total energy	-10879.5941	eV
net charge	0
energy relative to the best compared isomer or geometry (same formula, charge and spin)	388.18	kJ/mol

The geometry in XYZ format:
```
15
Properties=species:S:1:pos:R:3:nbo_charge:R:1
O -1.834 1.911 0.310 -0.73
O -3.130 -1.297 -0.602 -0.52
N -1.378 -0.406 0.812 -0.45
C 0.137 0.349 -1.029 -0.42
C 0.966 -0.071 0.154 -0.46
C -0.056 -1.016 0.982 -0.23
C -1.593 0.679 -0.178 0.31
C -2.246 -0.649 -0.144 0.66
H 0.257 -1.004 2.032 0.21
H 1.726 -0.820 -0.251 0.23
H 0.504 1.279 -1.483 0.22
H 0.019 -2.106 0.595 0.21
H -0.351 -0.380 -1.687 0.22
H 1.350 0.758 0.775 0.22
H -1.837 2.134 1.311 0.51
```


Among the records above, which one has the lowest total energy? C59H55N8O4PS4Sc


Number 2 is which compound? C3H12N


The highest total energy belongs to which entry? C3H12N